No. 1
ORCA calculation (ωB97M-V with the def2-TZVPD basis set) on a single C20H24N4O3S molecule at a distorted geometry.

Summary:
Relative energy (zero: lowest compared OMol25 entry of this formula, charge and spin) in eV: 1.518
HOMO-LUMO gap in eV: 9.1
E_HOMO in eV: -8.642
Net charge: 0
SMILES: CC(=O)c1cccc(NC(=O)C[C@H]2S/C(=N\N=C3CCCCCC3)NC2=O)c1

Positions of all 52 atoms, in Å:
C: -2.5615 -1.3109 8.1857
C: -2.0365 -0.7686 6.8784
O: -0.8823 -0.4236 6.7552
C: -2.9979 -0.6792 5.7482
C: -4.3127 -1.1407 5.8184
C: -5.1381 -1.0281 4.7151
C: -4.6855 -0.4635 3.5351
C: -3.3745 0.0007 3.4532
C: -2.5430 -0.1106 4.5621
H: -1.5228 0.2440 4.5186
N: -2.8324 0.5747 2.3017
C: -3.3997 0.7039 1.0793
O: -4.5260 0.3736 0.7814
C: -2.4590 1.3321 0.0426
H: -2.9836 1.3049 -0.9140
H: -2.2865 2.3786 0.3070
C: -1.1204 0.5919 -0.0870
C: -0.0373 1.2198 0.7777
O: -0.1502 1.3936 1.9741
N: 1.0429 1.5760 0.0576
C: 1.0613 1.3513 -1.3077
N: 2.0514 1.6680 -2.0136
N: 2.1231 1.6535 -3.3301
C: 2.4196 0.6539 -4.0519
C: 2.5781 0.9141 -5.5147
H: 2.0719 1.8530 -5.7419
C: 4.0584 1.0424 -5.9017
H: 4.5634 1.6599 -5.1563
C: 4.7761 -0.2968 -6.0376
H: 5.8049 -0.1019 -6.3505
H: 4.3001 -0.8820 -6.8288
C: 4.8063 -1.1275 -4.7560
C: 3.4369 -1.6807 -4.3557
H: 2.8728 -1.9425 -5.2525
H: 3.5757 -2.6014 -3.7838
C: 2.6293 -0.7235 -3.4852
H: 1.6394 -1.1552 -3.2956
H: 3.1188 -0.6132 -2.5110
H: 5.2109 -0.5262 -3.9391
H: 5.4887 -1.9655 -4.9159
H: 4.1197 1.5633 -6.8595
H: 2.1127 0.1144 -6.0916
S: -0.4839 0.6000 -1.8010
H: 1.8394 2.0209 0.4941
H: -1.2476 -0.4577 0.1982
H: -1.8714 0.9041 2.4129
H: -5.3360 -0.3824 2.6804
H: -6.1554 -1.3862 4.7699
H: -4.6946 -1.5893 6.7213
H: -2.8922 -2.3391 8.0553
H: -1.7684 -1.2825 8.9285
H: -3.4026 -0.7140 8.5305

Per-atom Mulliken charges, elementary charge units:
1 C -1.412
2 C 0.942
3 O -0.599
4 C -0.024
5 C -0.440
6 C -0.979
7 C -0.429
8 C 0.466
9 C -0.433
10 H 0.542
11 N 0.032
12 C 0.750
13 O -0.656
14 C -1.073
15 H 0.425
16 H 0.363
17 C -0.080
18 C 0.271
19 O -0.734
20 N -0.084
21 C 0.346
22 N -0.708
23 N -0.306
24 C 0.757
25 C -1.000
26 H 0.351
27 C -0.666
28 H 0.374
29 C -0.684
30 H 0.331
31 H 0.311
32 C -0.668
33 C -1.007
34 H 0.387
35 H 0.416
36 C -0.297
37 H 0.321
38 H 0.421
39 H 0.334
40 H 0.351
41 H 0.332
42 H 0.389
43 S -0.271
44 H 0.308
45 H 0.501
46 H 0.154
47 H 0.549
48 H 0.370
49 H 0.367
50 H 0.361
51 H 0.353
52 H 0.379


No. 2
ORCA calculation (ωB97M-V with the def2-TZVPD basis set) on a gas-phase ion, C20H24NO2 (charge +1).

Summary:
Relative energy (zero: lowest compared OMol25 entry of this formula, charge and spin) in eV: 0.000
HOMO-LUMO gap in eV: 8.8
E_HOMO in eV: -11.567
Net charge: +1
SMILES: C[N@H+]1CC[C@@H](OC(=O)C(c2ccccc2)c2ccccc2)CC1

Positions of all 47 atoms, in Å:
C: 3.2664 -2.1065 2.0915
N: 2.4061 -2.6208 1.0134
H: 2.7092 -3.5717 0.7710
C: 2.5294 -1.7899 -0.2122
C: 1.6813 -2.3545 -1.3461
H: 1.7794 -1.6974 -2.2095
C: 0.2205 -2.4058 -0.8991
C: 0.1093 -3.2823 0.3540
C: 0.9894 -2.7071 1.4557
H: 0.9370 -3.3295 2.3507
H: 0.6583 -1.6951 1.7082
H: -0.9265 -3.2988 0.6944
H: 0.3967 -4.3056 0.1084
H: -0.4357 -2.7917 -1.6869
O: -0.1384 -1.0652 -0.5846
C: -1.4447 -0.7752 -0.3796
O: -2.3187 -1.5804 -0.5149
C: -1.5895 0.6543 0.1051
C: -0.4046 0.9492 1.0008
C: -0.4371 0.5519 2.3331
C: 0.6700 0.7268 3.1481
C: 1.8263 1.2938 2.6359
C: 1.8634 1.6965 1.3095
C: 0.7557 1.5243 0.4961
H: 0.7859 1.8444 -0.5342
H: 2.7555 2.1555 0.9101
H: 2.6854 1.4438 3.2731
H: 0.6261 0.4280 4.1849
H: -1.3380 0.1139 2.7391
C: -1.7132 1.6412 -1.0387
C: -1.4322 1.3006 -2.3537
C: -1.5547 2.2443 -3.3605
C: -1.9510 3.5354 -3.0611
C: -2.2281 3.8820 -1.7488
C: -2.1120 2.9398 -0.7438
H: -2.3313 3.2106 0.2788
H: -2.5401 4.8865 -1.5079
H: -2.0473 4.2682 -3.8470
H: -1.3418 1.9660 -4.3816
H: -1.1259 0.2953 -2.6052
H: -2.5158 0.6913 0.6889
H: 2.0144 -3.3516 -1.6365
H: 3.5800 -1.7486 -0.5045
H: 2.1829 -0.7812 0.0289
H: 2.9484 -1.0969 2.3544
H: 4.3049 -2.0780 1.7671
H: 3.1908 -2.7418 2.9721

Per-atom Mulliken charges, elementary charge units:
1 C -0.732
2 N 0.003
3 H 0.359
4 C -0.205
5 C -1.130
6 H 0.489
7 C -0.093
8 C -1.191
9 C -0.019
10 H 0.496
11 H -0.143
12 H 0.495
13 H 0.417
14 H 0.451
15 O 0.037
16 C -0.515
17 O -0.591
18 C 1.106
19 C -0.048
20 C -0.479
21 C -0.477
22 C -0.708
23 C -0.622
24 C -0.073
25 H 0.509
26 H 0.439
27 H 0.552
28 H 0.420
29 H 0.479
30 C -0.658
31 C 0.108
32 C -0.968
33 C -0.423
34 C -0.822
35 C -0.107
36 H 0.441
37 H 0.402
38 H 0.402
39 H 0.411
40 H 0.435
41 H 0.745
42 H 0.417
43 H 0.494
44 H -0.038
45 H 0.249
46 H 0.345
47 H 0.338


No. 3
ORCA calculation (ωB97M-V with the def2-TZVPD basis set) on a molecular structure, C20H25BN6O6S2Sm at a distorted geometry.

Summary:
Multiplicity: 6
Relative energy (zero: lowest compared OMol25 entry of this formula, charge and spin) in eV: 0.176
HOMO-LUMO gap (alpha / beta) in eV: 7.2 / 7.2
E_HOMO (alpha / beta) in eV: -10.228 / -10.235
Net charge: +1

Positions of all 61 atoms, in Å:
Sm: 0.1574 0.9268 -0.1354
O: 1.6501 -3.2893 -2.0365
C: 1.4762 -2.1761 -1.3432
O: 1.3599 -1.0763 -1.8433
C: 1.4629 -2.3595 0.1356
C: 1.7266 -3.5387 0.8078
C: 1.7663 -3.4934 2.1991
C: 1.5763 -2.2866 2.8515
C: 1.3331 -1.1527 2.0832
N: 1.2460 -1.2048 0.7633
C: 1.1657 0.2490 2.6631
O: 0.9453 0.3873 3.8504
O: 1.2487 1.1727 1.7680
H: 1.6669 -3.0730 -2.9813
H: 1.9035 -4.4543 0.2631
H: 1.9635 -4.3948 2.7625
H: 1.6229 -2.1941 3.9268
C: 0.1478 -0.6292 -5.4025
N: 0.8652 0.4406 -4.7451
C: 2.0616 0.9810 -5.1695
C: 2.3742 1.9655 -4.2996
N: 1.3760 2.0370 -3.3516
B: 1.2796 3.1312 -2.2492
N: -0.0392 3.9126 -2.4393
C: -0.3273 4.6049 -3.5972
C: -1.5820 5.0917 -3.5005
N: -2.0668 4.6933 -2.2747
C: -3.3855 4.9706 -1.7455
C: -1.1215 3.9678 -1.6444
S: -1.3596 3.3171 -0.0737
C: 0.4605 1.0893 -3.6338
S: -0.9851 0.7645 -2.7747
H: -0.3775 -0.2536 -6.2808
H: -0.5775 -1.0368 -4.7017
H: 0.8515 -1.4016 -5.7086
H: 2.5694 0.6191 -6.0445
H: 3.2159 2.6319 -4.2717
H: 2.2241 3.8552 -2.3503
H: 1.2942 2.6263 -1.1276
H: 0.3942 4.6991 -4.3879
H: -2.1665 5.6895 -4.1749
H: -3.9471 5.5226 -2.4946
H: -3.3073 5.5646 -0.8361
H: -3.8934 4.0345 -1.5174
O: -3.6610 0.7855 1.5840
C: -2.4746 0.7126 1.8777
O: -1.5278 0.2564 1.1529
C: -2.0644 1.2168 3.2803
N: -3.3764 1.5098 3.9691
C: -3.3922 2.9518 4.3901
C: -2.4295 3.5963 3.4100
C: -1.3190 2.5561 3.3041
H: -1.5210 0.4387 3.8122
H: -3.5685 0.8716 4.7354
H: -4.0585 1.3206 3.1876
H: -3.0151 3.0034 5.4111
H: -4.4138 3.3225 4.3598
H: -2.0719 4.5583 3.7701
H: -2.9093 3.7499 2.4419
H: -0.6598 2.5830 4.1708
H: -0.6886 2.6886 2.4289

Per-atom Mulliken charges, elementary charge units:
1 Sm 0.948
2 O -0.432
3 C 0.169
4 O -0.386
5 C 0.425
6 C -0.535
7 C -0.414
8 C -0.588
9 C 0.829
10 N -0.106
11 C 0.055
12 O -0.679
13 O -0.636
14 H 0.366
15 H 0.526
16 H 0.458
17 H 0.550
18 C -0.952
19 N 0.247
20 C -0.447
21 C -0.783
22 N 0.398
23 B 0.254
24 N 0.559
25 C -0.531
26 C -0.517
27 N 0.287
28 C -0.878
29 C -0.337
30 S -0.392
31 C 0.040
32 S -0.410
33 H 0.303
34 H 0.329
35 H 0.346
36 H 0.471
37 H 0.529
38 H -0.138
39 H -0.260
40 H 0.498
41 H 0.457
42 H 0.319
43 H 0.324
44 H 0.336
45 O -0.767
46 C 0.453
47 O -0.439
48 C -0.283
49 N 0.000
50 C -0.697
51 C -0.559
52 C -0.471
53 H 0.456
54 H 0.329
55 H 0.442
56 H 0.336
57 H 0.410
58 H 0.485
59 H 0.094
60 H 0.372
61 H 0.243


No. 4
ORCA calculation (ωB97M-V with the def2-TZVPD basis set) on 6 unconnected molecules or ions with the total composition C20H25BrFNO15Si.

Summary:
HOMO-LUMO gap in eV: 9.9
E_HOMO in eV: -9.711
Net charge: 0
SMILES: F[Si@H](Br)c1ccncc1.O=C1OCCO1.O=C1OCCO1.O=C1OCCO1.O=C1OCCO1.O=C1OCCO1

Positions of all 64 atoms, in Å:
F: -0.0676 -2.1209 -1.0742
Si: -0.3441 -0.5530 -1.0561
Br: 0.7935 0.4315 0.5794
C: -2.1745 -0.2736 -0.9436
C: -2.7373 1.0057 -0.9913
C: -4.1208 1.1203 -0.9652
N: -4.9751 0.1017 -0.9164
C: -4.4492 -1.1186 -0.8426
C: -3.0738 -1.3335 -0.8436
H: 0.1533 0.0060 -2.3096
H: -2.1162 1.8877 -1.0475
H: -4.5542 2.1116 -1.0004
H: -5.1137 -1.9664 -0.7952
H: -2.7059 -2.3487 -0.7873
C: 3.9418 -3.9488 -1.7283
C: 2.7799 -3.3836 -0.9398
O: 3.4468 -2.7350 0.1556
C: 4.7039 -2.4406 -0.2333
O: 5.4558 -1.7511 0.3797
O: 4.9958 -3.0299 -1.4134
H: 3.7648 -3.9688 -2.8000
H: 4.2344 -4.9447 -1.3909
H: 2.2181 -2.6394 -1.5019
H: 2.0957 -4.1416 -0.5696
C: -7.5249 -0.4626 3.1830
C: -6.2385 -0.6992 3.9432
O: -5.8050 -1.9673 3.4179
C: -6.3529 -2.1207 2.1961
O: -6.0599 -2.9735 1.4197
O: -7.2877 -1.1725 1.9631
H: -7.7124 0.5875 2.9755
H: -8.3969 -0.8962 3.6779
H: -5.4851 0.0483 3.6974
H: -6.3782 -0.7625 5.0199
C: 7.5088 0.2428 2.7228
C: 8.0366 0.4898 1.3271
O: 8.3865 1.8789 1.3755
C: 8.6120 2.2159 2.6675
O: 9.0777 3.2471 3.0263
O: 8.2287 1.2136 3.4944
H: 7.7099 -0.7596 3.0891
H: 6.4405 0.4462 2.8054
H: 8.9346 -0.0912 1.1103
H: 7.2954 0.3057 0.5550
C: 0.6690 1.2444 -6.0600
C: 1.4206 0.3217 -6.9977
O: 1.9326 -0.6690 -6.1004
C: 1.1515 -0.6889 -4.9968
O: 1.2101 -1.5111 -4.1417
O: 0.2919 0.3568 -5.0019
H: -0.2127 1.6936 -6.5087
H: 1.3045 2.0302 -5.6485
H: 0.7637 -0.1656 -7.7200
H: 2.2345 0.8108 -7.5257
C: -1.6264 3.1863 3.0199
C: -2.5640 4.3753 3.0664
O: -3.8117 3.7845 2.6735
C: -3.7532 2.4609 2.9310
O: -4.6689 1.7062 2.8448
O: -2.5041 2.0919 3.2853
H: -0.8363 3.2363 3.7643
H: -1.1822 3.0389 2.0334
H: -2.6672 4.7873 4.0712
H: -2.2923 5.1721 2.3800

Per-atom Mulliken charges, elementary charge units:
1 F -0.163
2 Si 0.651
3 Br -0.296
4 C 0.415
5 C -0.533
6 C -0.480
7 N -0.543
8 C -0.552
9 C 0.006
10 H -0.204
11 H 0.418
12 H 0.381
13 H 0.442
14 H 0.454
15 C -0.304
16 C 0.117
17 O -0.307
18 C 0.658
19 O -0.558
20 O -0.336
21 H 0.293
22 H 0.241
23 H -0.109
24 H 0.297
25 C -0.342
26 C 0.317
27 O -0.349
28 C 0.697
29 O -0.560
30 O -0.332
31 H 0.273
32 H 0.290
33 H -0.163
34 H 0.304
35 C -0.239
36 C -0.183
37 O -0.343
38 C 0.644
39 O -0.520
40 O -0.347
41 H 0.298
42 H 0.249
43 H 0.240
44 H 0.206
45 C -0.307
46 C -0.332
47 O -0.329
48 C 0.625
49 O -0.485
50 O -0.275
51 H 0.274
52 H 0.270
53 H 0.261
54 H 0.296
55 C -0.204
56 C -0.338
57 O -0.336
58 C 0.613
59 O -0.600
60 O -0.286
61 H 0.300
62 H 0.173
63 H 0.257
64 H 0.295


No. 5
ORCA calculation (ωB97M-V with the def2-TZVPD basis set) on a single C20H25ClN2O4S2 molecule at a distorted geometry.

Summary:
Relative energy (zero: lowest compared OMol25 entry of this formula, charge and spin) in eV: 0.158
HOMO-LUMO gap in eV: 8.9
E_HOMO in eV: -8.195
Net charge: 0
SMILES: CCOc1ccc(N(CC(=O)NCCSCc2ccccc2Cl)S(C)(=O)=O)cc1

Positions of all 54 atoms, in Å:
C: -5.2837 -2.4071 5.6713
C: -4.9015 -1.5654 4.4638
O: -3.9487 -2.2962 3.7167
C: -3.4530 -1.7562 2.5721
C: -3.7929 -0.5076 2.0597
C: -3.2317 -0.0656 0.8745
C: -2.3149 -0.8498 0.1844
C: -1.9537 -2.0885 0.7096
C: -2.5238 -2.5365 1.8818
H: -2.2543 -3.4957 2.2945
H: -1.2099 -2.6930 0.2151
N: -1.7809 -0.3418 -1.0142
S: -0.9546 1.1161 -0.8796
O: -0.0990 1.2047 -2.0324
O: -1.9057 2.1706 -0.6968
C: 0.0432 1.0001 0.6180
H: 0.6307 1.9080 0.6602
H: -0.6270 0.9250 1.4635
H: 0.6744 0.1248 0.5251
C: -1.2859 -1.2200 -2.0484
H: -1.7399 -2.2061 -1.9263
H: -1.5945 -0.8021 -3.0107
C: 0.2374 -1.3322 -1.9852
O: 0.8198 -1.4583 -0.9258
N: 0.8570 -1.3438 -3.1818
H: 0.3214 -1.0756 -3.9931
C: 2.2871 -1.1620 -3.2911
C: 2.6105 0.2863 -3.6448
H: 2.2306 0.9676 -2.8828
H: 2.1651 0.5501 -4.6047
S: 4.3916 0.5537 -3.8630
C: 4.9531 0.5664 -2.1235
C: 4.3472 1.6832 -1.3362
C: 4.3837 2.9816 -1.8351
C: 3.8478 4.0395 -1.1273
C: 3.2725 3.8172 0.1128
C: 3.2265 2.5360 0.6301
C: 3.7473 1.4762 -0.0975
Cl: 3.6404 -0.1130 0.5869
H: 2.7982 2.3501 1.6031
H: 2.8606 4.6385 0.6791
H: 3.8837 5.0362 -1.5388
H: 4.8365 3.1454 -2.8020
H: 4.7354 -0.4048 -1.6840
H: 6.0350 0.6892 -2.1946
H: 2.7105 -1.4285 -2.3205
H: 2.6836 -1.8361 -4.0566
H: -3.4904 0.9018 0.4756
H: -4.4998 0.1291 2.5675
H: -4.4721 -0.6078 4.7901
H: -5.7880 -1.3612 3.8475
H: -6.0171 -1.8787 6.2736
H: -4.4036 -2.6098 6.2752
H: -5.7043 -3.3541 5.3447

Per-atom Mulliken charges, elementary charge units:
1 C -1.435
2 C -0.264
3 O -0.405
4 C 0.743
5 C -0.296
6 C -0.399
7 C -0.596
8 C -0.191
9 C -0.923
10 H 0.416
11 H 0.470
12 N 0.177
13 S 1.038
14 O -0.571
15 O -0.707
16 C -0.758
17 H 0.363
18 H 0.386
19 H 0.264
20 C -0.937
21 H 0.456
22 H 0.428
23 C 0.484
24 O -0.648
25 N -0.122
26 H 0.297
27 C -0.672
28 C -0.251
29 H 0.025
30 H 0.475
31 S -0.174
32 C -1.055
33 C -0.146
34 C -0.101
35 C -0.748
36 C -0.340
37 C -0.901
38 C 0.893
39 Cl -0.178
40 H 0.541
41 H 0.407
42 H 0.413
43 H 0.402
44 H 0.417
45 H 0.443
46 H 0.334
47 H 0.227
48 H 0.515
49 H 0.398
50 H 0.355
51 H 0.370
52 H 0.418
53 H 0.326
54 H 0.333